(1)
C22H26N7Re as an isolated structure, computed with ωB97M-V/def2-TZVPD.

Calculated values
Total charge ... +3
HOMO level (alpha / beta) ... -16.665 / -17.232 eV
Frontier orbital gap (alpha / beta) ... 6.18 / 6.18 eV
Spin multiplicity ... 2

XYZ file:
```
56
C22H26N7Re ωB97M-V/def2-TZVPD
Re -0.034 0.008 0.132
C 3.564 2.206 -5.702
C 2.787 1.462 -4.681
C 1.974 0.367 -5.022
C 1.211 -0.263 -4.081
C 1.227 0.125 -2.713
N 0.440 -0.476 -1.788
C -0.225 -1.682 -2.102
C 0.478 -2.798 -2.573
C -0.168 -3.969 -2.907
C -1.555 -4.089 -2.774
C -2.267 -5.355 -3.114
C -2.256 -2.989 -2.275
C -1.620 -1.804 -1.945
N -2.409 -0.705 -1.493
C -3.678 -0.407 -1.816
C -4.077 0.684 -1.063
C -2.982 1.011 -0.283
N -1.968 0.166 -0.543
C 2.042 1.245 -2.374
C 2.783 1.884 -3.343
N 2.105 1.753 -1.048
C 3.063 2.574 -0.573
C 2.623 3.134 0.611
C 1.370 2.593 0.821
N 1.046 1.737 -0.176
H 3.821 1.584 -6.556
H 2.952 3.033 -6.083
H 4.465 2.655 -5.286
H 1.925 0.036 -6.052
H 0.551 -1.061 -4.384
H 1.555 -2.721 -2.666
H 0.407 -4.807 -3.279
H -1.679 -5.980 -3.782
H -2.460 -5.935 -2.207
H -3.237 -5.160 -3.569
H -3.327 -3.082 -2.139
H -4.233 -0.962 -2.555
H -5.034 1.177 -1.095
H -2.876 1.825 0.417
H 3.360 2.763 -3.091
H 4.002 2.727 -1.079
H 3.159 3.837 1.227
H 0.667 2.827 1.605
N 0.686 -1.888 1.251
C 0.829 -1.522 2.691
C -0.439 -0.815 3.118
N -0.606 0.391 2.253
H 0.015 -2.653 1.174
H 1.563 -2.264 0.894
H 1.686 -0.852 2.795
H 1.013 -2.396 3.316
H -0.390 -0.546 4.172
H -1.303 -1.467 2.977
H -0.008 1.118 2.639
H -1.553 0.739 2.384
```

(2)
A 7-piece molecular cluster, C27H36F18O13 overall, computed with ωB97M-V/def2-TZVPD.

Calculated values
HOMO level ... -9.796 eV
Frontier orbital gap ... 10.21 eV
Energy above the lowest of the compared OMol25 structures with the same formula, charge and spin ... 354.6 kJ/mol

XYZ file:
```
94
C27H36F18O13 ωB97M-V/def2-TZVPD
C -1.289 -4.722 -2.210
C -0.243 -5.580 -2.830
O -0.454 -6.997 -2.616
C 0.007 -7.607 -1.377
O 0.624 -6.947 -0.509
C -0.308 -9.043 -1.148
F 0.781 -9.636 -1.518
F -0.510 -9.306 0.202
F -1.373 -9.344 -1.931
H -1.282 -4.868 -1.130
H -2.307 -4.872 -2.570
H -1.206 -3.662 -2.447
H 0.726 -5.376 -2.375
H 0.037 -5.402 -3.868
C 2.592 6.925 -5.049
C 2.992 6.246 -3.690
O 2.759 4.878 -3.821
C 3.549 4.084 -4.605
O 4.684 4.404 -5.022
C 2.914 2.715 -4.868
F 1.548 2.786 -4.766
F 3.189 2.431 -6.148
F 3.392 1.742 -4.101
H 3.370 6.791 -5.801
H 2.764 7.997 -4.950
H 1.683 6.730 -5.619
H 2.399 6.656 -2.871
H 4.049 6.320 -3.435
C 5.417 4.036 2.884
C 4.762 5.117 2.006
O 3.499 4.645 1.867
C 2.531 5.104 1.092
O 2.730 5.957 0.179
C 1.091 4.490 1.386
F 1.188 3.193 1.102
F 0.798 4.592 2.686
F 0.172 5.124 0.578
H 6.333 4.404 3.345
H 5.593 3.019 2.533
H 4.786 3.807 3.743
H 5.199 5.366 1.039
H 4.723 6.088 2.501
C -2.997 -8.936 3.794
C -3.015 -8.172 2.393
O -2.572 -6.791 2.682
C -2.370 -5.969 1.618
O -2.747 -6.293 0.468
C -1.666 -4.630 1.963
F -1.457 -4.563 3.225
F -0.446 -4.744 1.364
F -2.245 -3.608 1.442
H -3.773 -8.416 4.355
H -2.164 -8.835 4.490
H -3.476 -9.915 3.815
H -3.961 -8.354 1.883
H -2.202 -8.600 1.808
C -1.830 -1.292 4.308
C -1.492 -0.318 3.116
O -0.080 -0.401 2.978
C 0.688 0.677 3.292
O 0.317 1.799 3.710
C 2.191 0.398 3.195
F 2.748 1.182 2.244
F 2.805 0.670 4.364
F 2.471 -0.816 2.806
H -2.902 -1.355 4.495
H -1.574 -0.794 5.243
H -1.316 -2.252 4.287
H -1.853 0.711 3.118
H -1.922 -0.580 2.150
C -0.160 2.605 -1.950
C -0.696 1.858 -0.732
O 0.191 0.715 -0.616
C -0.252 -0.492 -1.113
O -1.285 -0.735 -1.732
C 0.661 -1.665 -0.826
F 0.019 -2.590 -0.115
F 1.168 -2.173 -1.937
F 1.719 -1.308 -0.055
H -0.517 2.144 -2.871
H 0.928 2.545 -1.919
H -0.398 3.668 -1.904
H -1.748 1.628 -0.901
H -0.662 2.396 0.216
C -5.256 5.613 -1.275
C -4.929 5.062 0.098
C -3.754 4.138 0.206
O -5.709 5.176 1.008
H -5.407 4.881 -2.068
H -4.504 6.384 -1.445
H -6.213 6.135 -1.299
H -3.820 3.178 -0.308
H -3.551 4.085 1.275
H -2.898 4.666 -0.213
```

(3)
C23H18IMnN3S2 as an isolated structure, computed with ωB97M-V/def2-TZVPD.

Calculated values
Total charge ... +2
HOMO level (alpha / beta) ... -14.883 / -14.876 eV
Frontier orbital gap (alpha / beta) ... 6.69 / 7.00 eV
Spin multiplicity ... 2

XYZ file:
```
48
C23H18IMnN3S2 ωB97M-V/def2-TZVPD
Mn 0.571 -0.349 -1.289
S -1.399 -1.166 1.972
C -2.379 0.230 1.521
C -3.100 1.183 2.209
C -3.717 2.168 1.438
C -4.434 3.224 2.115
N -4.973 4.077 2.664
C -3.638 2.164 0.033
C -2.943 1.165 -0.644
C -2.316 0.229 0.143
S -1.337 -1.219 -0.142
C -4.267 3.203 -0.749
N -4.715 4.019 -1.424
H -3.184 1.203 3.288
H -2.925 1.152 -1.725
I 0.152 0.800 -3.667
C 0.300 -1.285 -3.826
C 0.240 -1.984 -5.005
C 0.394 -3.364 -4.899
C 0.596 -3.951 -3.658
C 0.638 -3.155 -2.536
N 0.480 -1.821 -2.626
H 0.088 -1.493 -5.955
H 0.362 -3.976 -5.792
H 0.721 -5.020 -3.559
H 0.789 -3.560 -1.544
C 3.912 -0.312 1.105
C 2.403 -0.606 0.996
C 2.119 -1.963 1.739
C 2.006 -0.953 -0.372
C 1.562 0.545 1.510
C 1.447 0.862 2.856
C 0.696 1.960 3.257
C 0.043 2.764 2.321
C 0.159 2.474 0.973
C 0.923 1.374 0.596
H 4.504 -1.122 0.672
H 4.187 -0.216 2.156
H 4.168 0.623 0.606
H 2.874 -2.705 1.481
H 1.131 -2.379 1.541
H 2.188 -1.766 2.809
H 2.716 -1.578 -0.921
H 1.948 0.261 3.607
H 0.628 2.201 4.311
H -0.522 3.629 2.645
H -0.296 3.116 0.228
H 1.202 1.315 -0.462
```